Entry 1:
Below is C11H15O8PY as an isolated structure at a distorted geometry, with properties calculated with wB97M-V/def2-TZVPD.

Results
M (g mol⁻¹): 395.1
Relative energy (zero: lowest compared OMol25 entry of this formula, charge and spin) (eV): 0.369
Maximum force (eV Å⁻¹): 6.6

```
! wB97M-V def2-TZVPD RIJCOSX def2/J DEFGRID3
* xyz 3 1
O 3.85265 -1.48848 -3.82102
C 2.98072 -1.96610 -3.23796
Y -0.54777 1.22939 -1.70035
O 1.53727 1.69576 -4.73905
C 0.78233 1.58007 -3.87591
C -0.61612 3.45859 -2.74865
O -0.56849 4.46956 -3.30200
C 1.85548 1.65082 -1.35096
O 2.96656 1.94263 -1.46262
C -1.37914 -0.00500 -3.66316
O -1.62691 -0.59795 -4.62181
C 2.25663 -3.49036 1.23835
C 2.05662 -2.21518 0.46451
O 2.51330 -1.14404 1.36942
P 1.97744 0.37476 1.46307
O 0.45405 0.21085 1.96569
C -0.12991 -0.86612 2.76901
C -1.27463 -1.43417 1.99277
O -1.51089 1.75788 -0.04877
C -2.19137 2.27105 1.07094
C -3.64309 2.52070 0.75881
H 3.27010 -3.53388 1.65845
H 2.10512 -4.35001 0.57511
H 1.52641 -3.55585 2.05848
H 2.67989 -2.16937 -0.43433
H 1.00118 -2.05711 0.19117
H 0.64194 -1.60714 3.00570
H -0.45452 -0.38124 3.69266
H -0.91550 -2.02261 1.14303
H -1.85278 -2.10091 2.63453
H -1.92654 -0.63527 1.63006
H -1.70522 3.19444 1.40317
H -2.06052 1.54307 1.87900
H -4.16108 1.56667 0.68213
H -4.11446 3.10564 1.54543
H -3.77875 3.04889 -0.18488
*
```

Löwdin atomic charge list, values in e, 6 entries: O 0.043; C 0.020; Y 1.286; O 0.242; C -0.066; C 0.033

***

Entry 2:
Below is an isolated molecule of C9H18N2O4 at a distorted geometry, with properties calculated with wB97M-V/def2-TZVPD.

Results
M (g mol⁻¹): 218.3
Relative energy (zero: lowest compared OMol25 entry of this formula, charge and spin) (eV): 4.298
Structure (SMILES): CC(C)C[C@H](NC(=O)[C@@H](N)CO)C(=O)O
Maximum force (eV Å⁻¹): 5.7

```
! wB97M-V def2-TZVPD RIJCOSX def2/J DEFGRID3
* xyz 0 1
C -0.58283 -0.81330 -3.51177
C -1.03028 -1.75023 -2.39879
C -2.51827 -1.61832 -2.31265
C -0.29410 -1.32957 -1.10858
C -0.93668 -1.03617 0.23200
N -0.84586 0.37942 0.62194
C 0.44005 0.94435 0.72056
O 1.30618 0.14731 1.05137
C 0.50021 2.40812 0.53382
N -0.54230 3.03104 1.16226
C 1.92868 2.94294 0.83658
O 2.94674 2.40694 0.03488
C -0.18998 -1.95418 1.20847
O 0.60522 -2.84496 0.97532
O -0.49453 -1.43835 2.42648
H 0.37263 -1.05640 -3.96091
H -1.36426 -0.75974 -4.28254
H -0.52308 0.26267 -3.06190
H -0.88192 -2.70567 -2.57555
H -3.21971 -1.99627 -1.36529
H -2.81637 -0.53976 -2.45472
H -2.89949 -2.15764 -3.20972
H 0.33035 -2.18885 -0.76462
H 0.37032 -0.38714 -1.28465
H -2.08646 -1.33523 0.19185
H -1.56863 0.94340 0.21466
H 0.38544 2.43085 -0.48366
H -0.88554 2.59656 1.99455
H -0.39335 3.97688 1.53105
H 1.82689 4.10477 0.96486
H 1.93170 2.59109 1.83179
H 2.59077 1.47924 0.02145
H -0.26181 -2.06147 3.10180
*
```

Löwdin atomic charge list, values in e, 6 entries: C -0.078; C -0.426; C -0.117; C -0.113; C -0.221; N 0.105

***

Entry 3:
Below is a 2-piece molecular cluster, C3H8NO2 overall at a distorted geometry, with properties calculated with wB97M-V/def2-TZVPD.

Results
M (g mol⁻¹): 90.1
Relative energy (zero: lowest compared OMol25 entry of this formula, charge and spin) (eV): 7.171
Maximum force (eV Å⁻¹): 2.8

```
! wB97M-V def2-TZVPD RIJCOSX def2/J DEFGRID3
* xyz 1 1
O -0.30346 -0.92222 0.50873
C 0.93319 -1.21653 1.00254
O 0.97956 -1.08628 2.40365
H 1.16630 -2.27876 0.75686
H 0.19567 -1.56309 2.71482
C -0.34692 1.06857 -1.44969
C -0.16599 1.67958 -0.22900
N -1.06964 -0.02975 -1.57966
H -0.20218 1.62908 -2.37637
H 0.48369 2.52460 -0.04374
H -0.67998 1.25868 0.63624
H -1.70349 -0.01477 -2.37814
H 1.71180 -0.54369 0.63905
H -0.99854 -0.50541 -0.60528
*
```

Löwdin atomic charge list, values in e, 6 entries: O -0.045; C -0.340; O 0.006; H 0.176; H 0.108; C -0.116

***

Entry 4:
Below is a 2-piece molecular cluster, C10H15N2OS overall at a distorted geometry, with properties calculated with wB97M-V/def2-TZVPD.

Results
M (g mol⁻¹): 211.3
Relative energy (zero: lowest compared OMol25 entry of this formula, charge and spin) (eV): 4.829
Maximum force (eV Å⁻¹): 5.3

```
! wB97M-V def2-TZVPD RIJCOSX def2/J DEFGRID3
* xyz 1 1
C 2.43253 3.11459 -3.12289
C 1.61691 3.49389 -2.33384
C 0.70605 -1.19715 2.03791
C -0.62552 -0.80736 2.58665
C 0.95811 -0.62856 0.62670
C -1.45281 -0.10664 1.56754
C -0.08574 -1.39460 -0.17921
C -1.56632 -1.07865 0.36632
C -1.27454 -0.41971 -1.92236
C 0.55918 3.64430 -1.43365
N -0.11350 -1.02421 -1.62107
N -2.08596 -0.33033 -0.82904
O -3.22150 0.35180 -0.81202
S -0.46358 2.41262 -1.09455
H 3.42610 2.90821 -3.58319
H 1.42551 -0.82130 2.84804
H 0.67474 -2.29277 1.89145
H -1.28129 -1.66159 2.96412
H -0.45854 -0.13651 3.48923
H 1.00124 0.45680 0.65643
H 1.90189 -0.87212 0.16736
H -2.48295 0.01341 2.06890
H -1.13383 0.84051 1.25218
H 0.14593 -2.48937 -0.10344
H -2.09706 -1.93618 0.45302
H -1.57842 0.01699 -2.92229
H 0.35383 4.66426 -1.05968
H -2.99150 1.06092 -0.07669
H 0.47506 -1.37230 -2.32645
*
```

Löwdin atomic charge list, values in e, 6 entries: C 0.157; C -0.228; C -0.187; C -0.225; C -0.144; C -0.169

***

Entry 5:
Below is a 3-piece molecular cluster, C4H12N2O overall, with properties calculated with wB97M-V/def2-TZVPD.

Results
M (g mol⁻¹): 104.2
Relative energy (zero: lowest compared OMol25 entry of this formula, charge and spin) (eV): 3.078
Maximum force (eV Å⁻¹): 0.5

```
! wB97M-V def2-TZVPD RIJCOSX def2/J DEFGRID3
* xyz 0 1
C -0.18310 1.03376 -1.49144
N 0.49119 1.80899 -2.36031
N -0.74142 1.50939 -0.37249
O 1.60638 -0.10846 -1.47868
H 2.09398 -0.93451 -1.38006
H -0.57157 0.10205 -1.86858
H 0.85254 2.67533 -1.97937
H 1.26845 1.17588 -2.67209
H -0.31231 2.29435 0.09526
H -1.20992 0.83920 0.22526
C 0.75453 -0.99048 1.62097
C -0.55658 -1.47172 1.09190
C -1.75866 -1.13714 1.55713
H -0.49343 -2.13470 0.23258
H 1.35920 -1.83884 1.95730
H 1.31778 -0.49846 0.81732
H 0.62403 -0.31625 2.47097
H -2.66956 -1.50969 1.10612
H -1.87156 -0.49870 2.42823
*
```

Löwdin atomic charge list, values in e, 6 entries: C -0.289; N 0.084; N 0.158; O -0.403; H -0.053; H 0.131

***

Entry 6:
Below is C3H5NO2 as an isolated structure, with properties calculated with wB97M-V/def2-TZVPD.

Results
M (g mol⁻¹): 87.1
Relative energy (zero: lowest compared OMol25 entry of this formula, charge and spin) (eV): 6.059
Maximum force (eV Å⁻¹): 0.8

```
! wB97M-V def2-TZVPD RIJCOSX def2/J DEFGRID3
* xyz 0 1
N -0.92672 -1.35805 -0.28809
C -0.74105 -1.39802 -1.48891
O 0.87266 0.64826 -0.60086
C 0.11286 1.43483 0.32297
C 0.79077 0.21034 0.75194
O 0.13504 -0.94885 1.01691
H -1.69270 -1.56208 0.33490
H 0.15443 -1.13281 -2.04249
H -0.97037 1.38899 0.19906
H 0.52219 2.42656 0.50751
H 1.74289 0.29082 1.28705
*
```

Löwdin atomic charge list, values in e, 6 entries: N 0.048; C 0.089; O -0.077; C -0.102; C -0.427; O -0.093